No. 1
ORCA calculation (wB97M-V/def2-TZVPD) on C19H28N2Zn as an isolated structure in a non-equilibrium geometry.

Geometry as XYZ:
```
50
Properties=species:S:1:pos:R:3:forces:R:3:nbo_charge:R:1
C -0.7231 1.0588 -2.3937 0.47 0.51 0.56 -0.35
C 0.6143 1.2064 -1.9522 -0.28 0.41 0.03 -0.35
C 0.5954 1.5281 -0.5477 -0.67 -0.29 -0.41 -0.58
C -0.8041 1.5280 -0.1416 0.10 0.45 -0.72 -0.38
C -1.5980 1.2840 -1.2907 0.83 -0.09 0.01 -0.31
Zn 0.4667 -0.4945 0.3382 -1.08 3.25 2.61 1.65
N -3.3590 0.2950 1.3640 -0.25 -0.48 -0.29 -1.13
C 0.5978 -2.0012 -0.7039 -1.65 -3.02 -2.05 -0.97
C 1.9562 -1.6201 -0.6323 2.04 -0.31 -0.78 -0.72
H 1.4297 1.9291 0.0390 -0.36 -0.23 -0.29 0.22
H 1.5191 1.1486 -2.5703 -0.40 -0.06 0.24 0.18
H -1.1848 1.7969 0.8449 0.01 -0.19 -0.43 0.25
H -2.6863 1.3033 -1.3350 0.35 -0.23 0.27 0.22
H -1.0351 0.8751 -3.4199 0.08 -0.13 0.16 0.18
H 2.4169 -1.0566 -1.4519 -0.24 -0.17 0.35 0.20
H 0.2149 -2.8769 -0.1590 0.33 0.24 -0.23 0.20
H -3.2991 -0.2865 0.4892 -0.04 0.36 0.50 0.22
H 2.6485 -2.1169 0.0421 -0.08 0.04 -0.04 0.18
H 0.0087 -1.8028 -1.6128 0.42 -0.04 0.20 0.23
C -2.7305 2.2038 5.2487 -0.30 0.04 0.06 -0.62
C -1.5369 2.0985 4.3414 0.55 0.19 -0.32 -0.03
C -0.6511 3.1798 4.2471 0.12 -0.03 0.00 -0.28
C 0.4996 3.1135 3.4510 -0.50 -0.32 0.10 -0.06
C 1.4112 4.3012 3.3420 0.19 0.24 0.03 -0.61
C 0.7930 1.9269 2.7893 -0.32 -0.42 0.12 -0.23
C -0.0724 0.8003 2.8690 0.05 0.46 0.63 0.20
C -1.2815 0.9529 3.5969 0.20 -0.18 0.10 -0.21
N 0.2996 -0.4042 2.3011 0.98 -0.15 -0.22 -0.96
C 0.4221 -1.5832 3.1788 -0.72 0.62 -0.45 0.12
C 0.8681 -1.2061 4.5889 0.14 -0.05 0.29 -0.63
C -0.9158 -2.3246 3.2787 -0.07 -0.45 0.07 -0.63
C 1.4807 -2.5288 2.6089 0.14 -0.02 -0.03 -0.60
H -2.4262 2.3071 6.3002 0.03 -0.03 -0.14 0.18
H -3.3314 3.0890 5.0041 0.02 -0.15 0.01 0.20
H -3.3710 1.3201 5.1716 0.09 0.13 -0.10 0.22
H -0.8603 4.0933 4.8078 0.01 -0.07 -0.08 0.17
H 0.8455 5.2066 3.0880 0.11 -0.11 -0.02 0.20
H 1.9330 4.5029 4.2876 -0.04 -0.03 -0.09 0.19
H 2.1694 4.1396 2.5688 -0.10 0.05 0.08 0.21
H 1.7270 1.8254 2.2256 -0.34 0.00 0.16 0.19
H -2.0303 0.1583 3.5321 0.26 0.31 -0.07 0.25
H 0.1241 -0.5928 5.1064 0.12 -0.04 -0.12 0.22
H 1.0128 -2.1263 5.1666 0.03 0.04 0.07 0.18
H 1.8154 -0.6569 4.5609 -0.06 0.00 0.00 0.20
H -1.4198 -2.3744 2.3073 0.11 0.12 0.15 0.24
H -0.7287 -3.3433 3.6410 -0.18 -0.11 0.09 0.16
H -1.5891 -1.8265 3.9831 0.04 -0.07 -0.19 0.21
H 1.2344 -2.8771 1.6005 -0.02 0.07 0.28 0.21
H 2.4519 -2.0202 2.5665 -0.14 -0.04 -0.03 0.20
H 1.5709 -3.4026 3.2659 0.04 0.00 -0.09 0.18
```
Positions in Å, forces in eV/Å.

Values from the calculation:
LUMO level (spin up / spin down) (eV): 4.72 / 4.81
2S+1: 1
ΔE to the lowest compared entry with this formula, charge and spin (kcal/mol): 0.0
E_HOMO (spin up / spin down) (eV): 0.79 / 1.67
Total charge: -2
Total energy (hartree): -2629.35782

---

No. 2
ORCA calculation (wB97M-V/def2-TZVPD) on a 2-piece molecular cluster, CH5O3PS overall in a non-equilibrium geometry.

Geometry as XYZ:
```
11
Properties=species:S:1:pos:R:3:forces:R:3:nbo_charge:R:1
O -0.5554 1.1302 -0.0041 0.32 0.39 -0.86 -1.07
P -1.1646 0.7555 1.2532 -1.78 -0.53 0.75 2.18
O -1.0278 -0.7918 1.5989 -2.30 1.32 2.10 -0.97
O -0.6968 1.4702 2.5546 1.41 0.62 0.92 -0.97
H -2.4589 1.0057 1.6538 -0.88 -0.14 -1.07 -0.15
H -0.4045 -1.1439 1.0474 2.56 -1.99 -2.46 0.50
H 0.2472 1.2955 2.5991 0.66 0.42 0.68 0.49
C -0.1523 -2.5274 -2.9412 0.14 1.36 2.81 -0.44
S 0.1784 -1.3570 -1.8253 0.08 -1.13 -1.53 0.06
H -1.1850 -2.8043 -2.9282 -0.51 -0.40 -0.78 0.19
H 0.5820 -3.1519 -3.4116 0.30 0.08 -0.54 0.19
```
Positions in Å, forces in eV/Å.

Values from the calculation:
LUMO level (spin up / spin down) (eV): -0.67 / -0.67
SMILES: O=[PH](O)O.C=S
2S+1: 1
ΔE to the lowest compared entry with this formula, charge and spin (kcal/mol): 43.3
E_HOMO (spin up / spin down) (eV): -8.92 / -8.92
Total charge: 0
Total energy (hartree): -1006.38489

---

No. 3
ORCA calculation (wB97M-V/def2-TZVPD) on C21H23N4O3PPdTe as an isolated structure.

Geometry as XYZ:
```
54
Properties=species:S:1:pos:R:3:forces:R:3:nbo_charge:R:1
Pd 0.5745 -0.2000 -1.0425 -0.41 -0.46 -0.51 0.94
C -2.3482 -2.5288 2.9517 -0.01 -0.03 -0.10 -0.23
C -2.6108 -2.8043 1.6122 0.05 0.03 0.08 -0.20
C -1.6321 -2.5946 0.6538 -0.11 -0.02 -0.12 -0.26
C -0.3810 -2.1031 1.0157 0.44 0.13 -0.07 0.23
C -0.1217 -1.8348 2.3514 -0.04 0.01 0.25 -0.25
C -1.0998 -2.0482 3.3165 0.07 0.04 -0.04 -0.22
N 0.6548 -1.8550 0.0659 -0.56 -0.43 -0.13 -0.65
C 1.0603 -2.9381 -0.7280 -0.03 0.21 0.50 0.14
C 0.9919 -4.2772 -0.3411 0.01 -0.07 0.02 -0.27
C 1.5360 -5.2634 -1.1525 0.02 0.05 -0.06 -0.19
C 2.1540 -4.9455 -2.3623 -0.04 0.01 0.07 -0.25
C 2.2145 -3.6247 -2.7725 0.05 -0.07 -0.04 -0.22
C 1.6545 -2.6459 -1.9620 0.07 0.55 -0.24 0.12
N 1.5756 -1.2891 -2.2906 0.11 -0.45 -0.01 -0.24
N 1.9804 -0.8177 -3.4489 -0.31 0.35 0.30 -0.30
C 1.6200 0.4796 -3.5912 0.21 -0.20 -0.31 0.32
C 2.0368 1.1975 -4.7328 0.00 0.01 -0.02 -0.24
C 1.6818 2.5093 -4.8732 0.02 0.04 -0.05 -0.16
C 0.8995 3.1335 -3.8865 0.01 -0.09 -0.02 -0.31
C 0.5174 2.3814 -2.8071 -0.06 0.01 -0.02 0.08
N 0.8469 1.0920 -2.6506 0.01 0.14 0.15 -0.54
H -3.1072 -2.6994 3.7045 -0.01 0.00 -0.02 0.21
H -3.5808 -3.1843 1.3175 0.00 0.00 -0.01 0.21
H -1.8278 -2.8100 -0.3905 -0.01 0.00 0.01 0.22
H 0.8592 -1.4637 2.6198 -0.01 0.00 0.01 0.23
H -0.8774 -1.8533 4.3591 0.00 0.01 0.00 0.21
H 0.5261 -4.5349 0.6010 0.01 -0.02 -0.01 0.22
H 1.4810 -6.2973 -0.8356 0.00 0.01 0.01 0.21
H 2.5697 -5.7261 -2.9851 0.00 0.00 0.01 0.21
H 2.6613 -3.3367 -3.7138 0.00 0.00 0.00 0.23
H 2.6418 0.6793 -5.4625 -0.01 0.01 0.00 0.23
H 2.0081 3.0656 -5.7429 -0.01 0.00 0.01 0.22
H 0.6011 4.1684 -3.9605 0.01 0.00 -0.01 0.22
H -0.0847 2.8064 -2.0176 0.04 -0.02 0.01 0.19
C -0.4282 2.9290 4.3625 -0.03 0.04 0.08 -0.64
C -0.8014 1.6908 3.5870 0.03 -0.17 -0.08 -0.06
O 0.2525 1.3354 2.6555 -0.02 0.07 0.22 -0.84
P 0.2353 1.7230 1.1321 -0.01 -0.12 -0.08 2.05
O -0.7317 0.9427 0.2640 0.44 0.06 -0.03 -1.13
Te 2.4634 1.3090 0.3762 0.23 0.19 0.19 -0.06
O -0.1794 3.2545 1.1511 -0.22 0.20 -0.03 -0.85
C -1.2542 3.7963 0.3401 0.18 -0.01 0.12 -0.05
C -2.5735 3.7047 1.0642 -0.09 0.03 0.00 -0.64
H -1.1910 3.1197 5.1200 0.01 0.03 -0.01 0.22
H -0.3512 3.7998 3.7136 0.00 -0.02 -0.01 0.22
H 0.5259 2.7859 4.8698 -0.01 -0.01 -0.02 0.22
H -1.7437 1.7974 3.0502 -0.01 0.05 -0.02 0.18
H -0.8940 0.8258 4.2397 -0.01 -0.03 0.01 0.20
H -1.2989 3.2656 -0.6070 -0.04 -0.06 0.02 0.19
H -0.9664 4.8288 0.1549 0.00 0.02 -0.02 0.19
H -2.8431 2.6647 1.2487 0.01 -0.01 -0.03 0.22
H -3.3574 4.1469 0.4467 0.01 0.02 0.02 0.22
H -2.5384 4.2431 2.0117 0.01 -0.02 0.00 0.21
```
Positions in Å, forces in eV/Å.

Values from the calculation:
LUMO level (spin up / spin down) (eV): 0.23 / -1.89
2S+1: 3
⟨S²⟩: 2.03
ΔE to the lowest compared entry with this formula, charge and spin (kcal/mol): 0.0
E_HOMO (spin up / spin down) (eV): -6.31 / -7.09
Total charge: 0
Total energy (hartree): -1996.07835

---

No. 4
ORCA calculation (wB97M-V/def2-TZVPD) on C42H36Cl2CrN6O4P2 as an isolated structure in a non-equilibrium geometry.

Geometry as XYZ:
```
93
Properties=species:S:1:pos:R:3:forces:R:3:lowdin_spin:R:1
Cr 0.2563 -0.0252 0.4619 -0.26 1.51 -1.39 1.04
Cl -4.6294 4.6000 -0.6663 -0.10 0.06 -0.17 0.00
C -3.4116 3.6697 0.1108 0.18 -0.16 0.15 0.00
C -2.7069 2.7365 -0.6198 0.09 -0.22 0.31 -0.01
C -1.7190 1.9542 -0.0078 -0.84 1.05 1.05 0.00
N -0.9985 1.0198 -0.6732 0.81 -1.06 0.88 -0.03
C -0.8252 1.1976 -2.0261 -0.44 -0.39 -0.80 0.00
O -1.0224 0.3383 -2.8606 -0.01 0.50 0.05 0.00
C -0.2575 2.5502 -2.3742 0.29 0.35 -0.44 0.00
C 0.0098 2.9128 -3.6901 -0.06 -0.16 0.21 0.00
C 0.5872 4.1510 -3.9311 0.01 -0.05 0.14 0.00
C 0.8579 4.9813 -2.8544 -0.05 -0.05 -0.09 0.00
C 0.5509 4.5261 -1.5770 0.19 0.26 -0.17 0.00
N 0.0301 3.3415 -1.3458 0.07 -0.14 0.08 0.00
C -1.5029 2.1086 1.3860 -0.64 0.59 -0.96 -0.01
C -2.2111 3.0542 2.1146 -0.08 0.04 -0.14 0.00
C -3.1605 3.8401 1.4777 0.12 -0.22 -0.08 -0.01
Cl -4.0640 4.9916 2.3775 -0.04 0.13 0.27 0.00
N -0.5834 1.2137 1.8853 0.59 -0.26 0.87 -0.01
C 0.3094 1.4233 2.7931 -0.68 0.86 -0.30 0.01
O 0.5113 2.5832 3.4176 -0.54 -0.66 -0.24 0.01
C 1.1344 0.2555 3.0857 0.68 -0.72 0.41 0.00
C 1.8238 0.0899 4.2851 -0.35 0.07 -0.29 0.00
C 2.5289 -1.0781 4.4996 -0.02 -0.25 -0.54 0.01
C 2.5411 -2.0344 3.4883 0.03 0.22 0.33 0.00
C 1.8601 -1.7822 2.3140 -0.05 -0.02 -0.25 0.01
N 1.1593 -0.6685 2.0941 0.29 -0.51 1.73 0.00
H -2.9192 2.5865 -1.6670 -0.14 0.07 -0.10 0.00
H -0.2192 2.2246 -4.4858 -0.07 -0.12 -0.13 0.00
H 0.8249 4.4539 -4.9412 -0.02 0.05 -0.03 0.00
H 1.2930 5.9570 -3.0002 0.04 0.11 0.00 0.00
H 0.7283 5.1302 -0.6961 0.10 0.17 -0.02 0.00
H -2.0440 3.1619 3.1762 -0.02 0.06 0.03 0.00
H 1.7926 0.8569 5.0448 -0.12 0.07 -0.01 0.00
H 3.0725 -1.2243 5.4200 0.01 -0.10 0.08 0.00
H 3.0849 -2.9571 3.6032 0.06 -0.11 -0.01 0.00
H 1.8960 -2.4771 1.4831 -0.02 0.01 0.08 0.00
C -5.3723 -0.2457 -0.7066 0.03 0.09 0.01 0.00
C -4.7703 -0.0558 0.5289 -0.10 0.03 0.07 0.00
C -3.5003 -0.5485 0.7604 0.10 -0.14 -0.07 0.00
C -2.8279 -1.2427 -0.2448 0.00 0.09 0.20 0.00
C -3.4201 -1.4072 -1.4895 0.16 -0.08 0.14 0.00
C -4.6912 -0.9064 -1.7148 -0.03 -0.01 -0.02 0.00
P -1.1877 -1.8910 0.1853 -0.36 -0.64 -0.74 -0.01
C -1.6189 -3.4463 1.0532 0.11 0.23 0.29 0.00
C -0.5839 -4.3205 1.3771 -0.11 0.12 0.10 0.00
C -0.8598 -5.5818 1.8685 0.12 -0.07 0.03 0.00
C -2.1737 -5.9936 2.0282 -0.10 0.02 -0.05 0.00
C -3.2081 -5.1277 1.7137 -0.01 -0.11 0.06 0.00
C -2.9363 -3.8545 1.2393 0.07 0.19 -0.01 0.00
C -0.5268 -2.6216 -1.3348 -0.01 -0.12 -0.10 0.00
C -1.0616 -3.7387 -1.9342 0.09 0.23 0.28 0.00
C -0.5740 -4.1697 -3.1740 0.14 0.01 -0.20 0.00
C 0.3952 -3.4476 -3.8198 -0.09 -0.08 0.04 0.00
C 0.9382 -2.2816 -3.2429 -0.09 0.05 0.32 0.00
C 1.8343 -1.4490 -3.9494 0.24 0.28 -0.01 0.01
C 2.2461 -0.2753 -3.3903 0.04 -0.21 -0.20 0.00
C 1.8686 0.0644 -2.0691 -1.03 0.01 -0.07 0.00
C 1.0218 -0.7261 -1.2961 0.67 0.17 -0.15 -0.01
C 0.5169 -1.8891 -1.9449 -0.02 -0.38 -0.19 0.00
H -6.3641 0.1365 -0.8911 -0.11 0.06 0.01 0.00
H -5.2873 0.4796 1.3108 -0.07 0.06 0.07 0.00
H -3.0210 -0.4026 1.7226 -0.05 0.03 0.05 0.00
H -2.8879 -1.9225 -2.2734 0.01 0.02 -0.11 0.00
H -5.1508 -1.0390 -2.6818 -0.06 -0.01 -0.11 0.00
H 0.4393 -4.0119 1.2199 0.10 -0.08 -0.04 0.00
H -0.0505 -6.2522 2.1151 0.08 -0.07 0.01 0.00
H -2.3901 -6.9903 2.3828 -0.01 -0.06 0.06 0.00
H -4.2344 -5.4458 1.8254 -0.06 -0.01 0.04 0.00
H -3.7509 -3.1850 1.0014 -0.02 -0.03 -0.04 0.00
H -1.8684 -4.2797 -1.4588 -0.03 -0.06 0.04 0.00
H -0.9916 -5.0579 -3.6260 0.00 -0.03 -0.06 0.00
H 0.7434 -3.7461 -4.7982 0.01 -0.07 -0.09 0.00
H 2.1340 -1.7207 -4.9511 0.03 -0.04 -0.10 0.00
H 2.8633 0.4127 -3.9552 0.03 0.02 -0.08 0.00
H 2.0549 1.0817 -1.7367 0.19 -0.03 0.09 0.00
N 3.2850 2.7493 3.2752 0.06 0.04 0.61 0.00
C 3.7293 2.9920 1.9064 -0.09 -0.48 -0.57 0.00
P 3.3090 1.4446 0.9874 0.59 0.85 -0.90 0.00
O 3.7707 0.2329 1.7307 0.51 0.00 0.40 0.00
O 1.8761 1.4781 0.5287 -0.47 -0.27 -0.06 0.00
C 4.4271 1.3395 -0.5521 -0.36 0.66 0.76 0.00
N 4.3029 -0.1032 -0.8116 -0.24 -0.59 0.04 0.00
H 3.6323 3.4797 3.8924 0.00 -0.13 -0.04 0.00
H 3.6839 1.8623 3.5787 0.03 0.15 0.13 0.00
H 1.4832 2.6964 3.5878 0.29 -0.08 -0.16 0.00
H 4.8063 3.1900 1.8231 -0.12 -0.06 -0.01 0.00
H 3.1799 3.8330 1.4840 0.00 -0.04 -0.11 0.00
H 5.4535 1.5946 -0.2935 0.00 -0.06 0.01 0.00
H 4.1047 1.9261 -1.4088 -0.07 -0.04 0.00 0.00
H 3.3239 -0.2548 -1.2736 1.07 -0.24 0.34 0.00
H 4.2579 -0.5019 0.1613 0.14 -0.23 -0.39 0.00
H 5.0501 -0.5226 -1.3669 -0.20 0.13 0.04 0.00
```
Positions in Å, forces in eV/Å.

Values from the calculation:
LUMO level (spin up / spin down) (eV): -3.27 / -3.39
2S+1: 2
⟨S²⟩: 0.77
ΔE to the lowest compared entry with this formula, charge and spin (kcal/mol): 10.8
E_HOMO (spin up / spin down) (eV): -9.54 / -9.54
Total charge: +1
Total energy (hartree): -4899.06527

---

Repeat the second record exactly.
ORCA calculation (wB97M-V/def2-TZVPD) on a 2-piece molecular cluster, CH5O3PS overall in a non-equilibrium geometry.

Geometry as XYZ:
```
11
Properties=species:S:1:pos:R:3:forces:R:3:nbo_charge:R:1
O -0.5554 1.1302 -0.0041 0.32 0.39 -0.86 -1.07
P -1.1646 0.7555 1.2532 -1.78 -0.53 0.75 2.18
O -1.0278 -0.7918 1.5989 -2.30 1.32 2.10 -0.97
O -0.6968 1.4702 2.5546 1.41 0.62 0.92 -0.97
H -2.4589 1.0057 1.6538 -0.88 -0.14 -1.07 -0.15
H -0.4045 -1.1439 1.0474 2.56 -1.99 -2.46 0.50
H 0.2472 1.2955 2.5991 0.66 0.42 0.68 0.49
C -0.1523 -2.5274 -2.9412 0.14 1.36 2.81 -0.44
S 0.1784 -1.3570 -1.8253 0.08 -1.13 -1.53 0.06
H -1.1850 -2.8043 -2.9282 -0.51 -0.40 -0.78 0.19
H 0.5820 -3.1519 -3.4116 0.30 0.08 -0.54 0.19
```
Positions in Å, forces in eV/Å.

Values from the calculation:
LUMO level (spin up / spin down) (eV): -0.67 / -0.67
SMILES: O=[PH](O)O.C=S
2S+1: 1
ΔE to the lowest compared entry with this formula, charge and spin (kcal/mol): 43.3
E_HOMO (spin up / spin down) (eV): -8.92 / -8.92
Total charge: 0
Total energy (hartree): -1006.38489

---

Question: Among the records above, which one has the lowest total charge?
Answer: C19H28N2Zn

---

Question: Which formula does entry 2 have?
Answer: CH5O3PS

---

Question: The highest 2S+1 belongs to which entry?
Answer: C21H23N4O3PPdTe